Entry 1:
{"formula": "CH6N3OS", "method": "ωB97M-V with the def2-TZVPD basis set", "gap_ev": [8.578, 8.582], "multiplicity": 1, "charge": 1, "relative_energy_kj_mol": 325.70, "e_lumo_ha": [-0.1940, -0.1938], "symbols": ["H", "O", "H", "H", "H", "N", "H", "H", "N", "C", "S", "N"], "positions_angstrom": [[-2.3616, -0.2446, -1.4093], [-0.5194, -0.6048, 1.2411], [-2.5980, -0.7334, 0.2561], [0.3655, -0.2726, 1.4901], [2.5434, -1.4917, 1.2949], [0.0578, 0.7968, -0.5484], [-0.1619, 1.0129, -1.5319], [1.7388, 1.6655, 0.3898], [1.3327, 0.8853, -0.1235], [-0.7819, -0.0921, -0.0065], [2.3701, -0.4803, -0.5395], [-1.9855, -0.4411, -0.5129]], "forces_ev_per_angstrom": [[0.0, 0.4, -0.7], [-0.4, 1.3, -3.0], [0.0, -0.2, -0.9], [-0.1, -0.1, 0.1], [-0.4, 1.7, -3.1], [-1.7, -0.2, -1.0], [0.4, 0.2, 0.5], [-0.8, 0.1, -0.4], [2.7, -2.5, -0.1], [-1.1, -0.6, 2.2], [-0.4, 0.0, 3.6], [1.8, 0.0, 2.7]]}

---

Entry 2:
{"formula": "C7H14N", "method": "ωB97M-V with the def2-TZVPD basis set", "gap_ev": [10.185, 7.381], "multiplicity": 2, "charge": 2, "relative_energy_kj_mol": 156.78, "s2": 0.786, "e_lumo_ha": [-0.3270, -0.4439], "symbols": ["H", "C", "H", "H", "C", "H", "H", "H", "H", "C", "H", "H", "C", "H", "C", "H", "C", "H", "H", "N", "H", "C"], "positions_angstrom": [[-0.0908, -0.0596, 1.4084], [2.1467, 0.5782, 0.6271], [-0.6989, 1.1753, -1.9886], [1.6715, 0.2070, 2.6509], [-1.1998, -0.3507, -0.5590], [2.7877, -1.0349, -1.5585], [-2.5177, -1.0770, 1.1426], [-1.1046, -0.9471, -1.4789], [2.8414, 1.1187, -0.0067], [2.2835, 0.7555, 1.9523], [1.0074, -1.5075, -1.8453], [3.0087, 1.5112, 2.2913], [-0.0484, -0.5827, 0.4719], [-0.7973, 1.7594, -0.4802], [1.3124, -0.4010, -0.0909], [-3.2768, -0.8919, -0.5545], [1.7517, -0.9898, -1.2545], [-0.2453, -1.5862, 0.9027], [-2.2055, 1.3508, -1.3649], [-1.2506, 1.0993, -1.1088], [-2.8243, 0.3998, 0.6820], [-2.5509, -0.5269, 0.1615]], "forces_ev_per_angstrom": [[-0.7, 1.1, 0.0], [0.4, -1.3, -2.8], [-0.4, 0.0, 0.5], [0.2, 0.0, 0.4], [-0.6, 0.5, 1.4], [0.1, 0.3, -0.1], [0.2, -0.7, -1.5], [0.0, -0.1, 0.7], [0.2, -0.1, 0.0], [-0.3, 0.8, 0.9], [0.3, -0.3, -0.2], [-0.4, -0.6, 0.1], [-0.7, -1.4, -0.5], [-0.6, 0.3, 0.3], [1.1, 1.9, 1.9], [-0.5, 0.0, 0.4], [-0.4, -0.3, -0.2], [0.3, -0.1, -0.9], [-0.2, 0.3, 0.4], [1.6, -0.6, -1.2], [-0.3, 0.5, -0.9], [0.5, 0.0, 1.4]]}

---

Entry 3:
{"formula": "C4H8ClN", "method": "ωB97M-V with the def2-TZVPD basis set", "gap_ev": 9.523, "multiplicity": 1, "charge": 0, "relative_energy_kj_mol": 67.53, "e_lumo_ha": 0.0346, "smiles": "C[C@]1(Cl)C[C@H]1N", "symbols": ["H", "C", "H", "H", "H", "H", "H", "C", "H", "H", "N", "C", "Cl", "C"], "positions_angstrom": [[0.5462, 1.1965, 1.6208], [0.8153, -0.0210, -0.1861], [2.5521, -1.1747, -0.2397], [1.1181, -2.0466, -0.6006], [-2.5312, 1.0537, -0.1650], [-1.4981, 0.6298, -1.5306], [0.4660, -0.7229, 1.9034], [-0.6364, -0.1012, 0.1019], [-0.9456, 1.9760, -0.5513], [1.1048, 0.9205, -0.6412], [1.5994, -1.1610, -0.5947], [-1.4756, 0.9924, -0.5076], [-1.4107, -1.6641, 0.0970], [0.2959, 0.1224, 1.2938]], "forces_ev_per_angstrom": [[-1.0, -1.9, 0.1], [0.5, -1.4, 1.0], [-0.6, -0.2, 0.0], [0.1, 0.1, 0.2], [0.9, 0.1, 0.1], [-0.5, 0.4, -0.6], [0.2, -0.5, 0.7], [0.5, 1.2, 1.3], [-0.5, -0.8, 0.4], [0.1, -0.1, 0.0], [-0.1, 0.8, -0.5], [-0.2, -0.1, -0.7], [-0.2, -0.4, -0.2], [0.7, 2.9, -2.1]]}

---

Entry 4:
{"formula": "C18H16F6N5O5RuSSb", "method": "ωB97M-V with the def2-TZVPD basis set", "gap_ev": 6.037, "multiplicity": 1, "charge": 0, "relative_energy_kj_mol": 0.00, "e_lumo_ha": -0.1038, "symbols": ["H", "C", "F", "C", "F", "O", "H", "H", "N", "C", "H", "H", "H", "C", "C", "F", "O", "N", "C", "C", "O", "C", "H", "H", "H", "Ru", "H", "C", "C", "F", "O", "C", "C", "Sb", "C", "H", "N", "H", "C", "C", "H", "C", "H", "N", "H", "S", "F", "C", "H", "F", "N", "O", "C"], "positions_angstrom": [[0.8081, -0.7463, -4.4940], [3.8328, 0.5956, -0.0870], [-0.6656, 4.1117, -1.4491], [1.0753, -1.5759, 2.8040], [0.0692, 1.8999, -4.4416], [-2.1005, -0.4946, 1.8891], [-1.3759, 0.8814, 0.8368], [-1.1303, 0.5502, -5.3475], [0.1944, -0.8520, 1.9402], [-1.7156, -1.4220, -2.3526], [1.9291, -0.3294, -2.3386], [1.6105, -3.3554, 5.0422], [-2.5600, -3.6105, 6.0523], [-0.2712, 2.5798, 1.2262], [-1.0280, -1.1479, -1.1968], [-1.7439, 3.7946, -3.9239], [2.2667, -1.5821, 2.6763], [1.9580, 1.6630, 0.9741], [0.8997, -0.6459, -2.3760], [-2.1235, -2.3758, 4.3577], [4.9748, 0.3619, -0.3466], [-1.1219, -1.0098, 2.3890], [-0.7338, 1.5773, -0.5144], [-3.1488, -2.0971, 4.1568], [-2.1348, -0.2360, -6.5357], [1.1054, 0.0865, 0.5007], [-0.6399, 2.4733, 2.2472], [-1.0819, -1.2231, -3.5741], [-1.8383, -1.3157, -4.8555], [0.9238, 4.3418, -3.6591], [2.8105, -0.2043, -0.4346], [-0.4559, -3.5688, 5.6563], [0.2603, -0.8832, -3.5734], [-0.2841, 3.0836, -2.9909], [-1.0882, -1.9072, 3.5728], [-0.7420, 3.4447, 0.7633], [-1.6441, -0.2671, -5.6572], [-1.5139, -1.2165, -0.2344], [3.3697, 1.8319, 0.6635], [0.2290, -2.2544, 3.8178], [3.5262, 2.7181, 0.0455], [1.2172, 2.8206, 1.2812], [-0.2302, -4.2268, 6.4848], [-0.5478, 1.3483, 0.4644], [-2.7495, -1.7326, -2.3140], [-2.8045, -2.6042, -5.1780], [-1.4232, 1.7226, -2.2478], [0.5782, -3.0901, 4.8598], [3.9509, 1.9505, 1.5776], [1.0956, 2.2406, -1.9649], [0.2551, -0.7347, -1.2056], [1.7398, 3.8492, 1.6037], [-1.7831, -3.2178, 5.4100]], "forces_ev_per_angstrom": [[0.0, 0.0, 0.0], [0.0, 0.0, 0.2], [0.0, 0.0, 0.0], [-0.1, 0.0, 0.0], [0.0, 0.0, 0.0], [0.0, 0.0, 0.0], [0.0, 0.0, 0.0], [0.0, 0.0, 0.0], [0.1, 0.0, 0.0], [0.0, 0.0, 0.0], [0.0, 0.0, 0.0], [0.0, 0.0, 0.0], [0.0, 0.0, 0.0], [0.0, 0.1, 0.0], [0.0, 0.0, 0.0], [0.0, 0.0, 0.0], [0.1, 0.0, 0.0], [-0.1, 0.0, 0.1], [0.0, 0.0, 0.0], [0.0, 0.0, 0.0], [0.0, 0.0, -0.1], [0.0, 0.1, 0.0], [0.0, 0.0, 0.0], [0.0, 0.0, 0.0], [0.0, 0.0, 0.0], [-0.1, 0.0, -0.2], [0.0, 0.0, 0.0], [0.0, 0.0, 0.0], [-0.1, 0.0, 0.0], [0.0, 0.0, 0.0], [0.0, 0.0, 0.0], [0.0, 0.0, 0.0], [0.0, 0.0, 0.0], [0.0, 0.0, 0.0], [0.0, 0.0, 0.0], [0.0, 0.0, 0.0], [0.1, 0.0, 0.0], [0.0, 0.0, 0.0], [0.1, 0.0, -0.1], [0.0, 0.0, 0.0], [0.0, 0.0, 0.0], [0.0, 0.0, 0.0], [0.0, 0.0, 0.0], [0.0, 0.0, 0.1], [0.0, 0.0, 0.0], [0.0, 0.0, 0.0], [0.0, 0.0, 0.0], [0.0, 0.0, 0.0], [0.0, 0.0, 0.0], [0.0, 0.0, 0.0], [0.0, 0.0, 0.0], [0.0, 0.0, 0.0], [0.0, 0.0, 0.0]]}